(1)
{"formula": "C3H9N2OS", "method": "ωB97M-V/def2-TZVPD", "total_charge": 1, "max_force_ev_per_a": 6.1, "e_above_lowest_kj_mol": 504.85, "e_lumo_ev": -5.1, "homo_lumo_gap_ev": 10.31, "species": ["S", "O", "N", "N", "C", "C", "C", "H", "H", "H", "H", "H", "H", "H", "H", "H"], "positions_angstrom": [[-1.26792, -0.01830, -0.01579], [-1.53733, -1.35810, 0.75259], [0.62645, 0.16533, 0.49040], [-1.88236, 1.35140, 0.02980], [1.19709, 1.22403, 0.06464], [-0.89926, -0.43141, -1.76282], [1.23609, -0.83784, 1.35559], [0.94809, 2.02448, -0.63902], [1.81613, -1.52913, 0.80083], [-2.45434, 1.56795, 0.94064], [-0.48498, -1.33387, -1.65781], [0.64314, -1.60333, 1.81458], [-0.06773, 0.26784, -2.22314], [2.20362, 1.31775, 0.26275], [-1.74753, -0.49262, -2.38708], [1.67085, -0.31419, 2.17384]]}

***

(2)
{"formula": "C22H56CrO24S7", "method": "ωB97M-V/def2-TZVPD", "total_charge": -1, "max_force_ev_per_a": 7.7, "s_squared": 8.7545, "spin_multiplicity": 6, "e_lumo_ev": [2.0, 2.0], "homo_lumo_gap_ev": [3.80, 6.36], "species": ["Cr", "S", "S", "S", "S", "S", "S", "S", "O", "O", "O", "O", "O", "O", "O", "O", "O", "O", "O", "O", "O", "O", "O", "O", "O", "O", "O", "O", "O", "O", "O", "O", "C", "C", "C", "C", "C", "C", "C", "C", "C", "C", "C", "C", "C", "C", "C", "C", "C", "C", "C", "C", "C", "C", "H", "H", "H", "H", "H", "H", "H", "H", "H", "H", "H", "H", "H", "H", "H", "H", "H", "H", "H", "H", "H", "H", "H", "H", "H", "H", "H", "H", "H", "H", "H", "H", "H", "H", "H", "H", "H", "H", "H", "H", "H", "H", "H", "H", "H", "H", "H", "H", "H", "H", "H", "H", "H", "H", "H", "H"], "positions_angstrom": [[2.08930, 0.27447, -1.06505], [3.81599, 5.11438, 3.29439], [3.62422, -1.78500, 1.44315], [0.12957, 3.24386, -0.77151], [-4.99314, 1.17096, -1.17501], [1.06417, 1.07083, -4.30401], [-2.06822, -4.86552, -2.25865], [-2.10865, 1.25781, 4.30972], [-0.42180, -5.04334, -2.55831], [-1.31077, -1.00886, 0.30215], [-2.72703, -5.77434, -3.17326], [1.79662, 0.20005, -5.50832], [1.84766, 0.86189, -3.09308], [0.18083, -0.61829, -1.24724], [-5.94484, 1.84654, -2.02784], [-2.18485, 2.34980, 3.35163], [-2.33093, -4.84236, -0.82589], [0.83976, 2.42694, -4.79274], [5.09363, 5.69026, 2.93162], [0.75939, -0.20284, 0.56395], [2.65301, 5.06876, 2.38426], [4.47634, -1.58574, 2.58340], [-4.38144, 1.86848, -0.04067], [3.40709, -0.65394, 0.51918], [4.16713, -3.11336, 0.54596], [-0.88716, 1.48466, 5.44886], [-3.30041, 0.83977, 5.07137], [4.14717, 3.56180, 3.82333], [-0.85908, 2.84638, -2.10464], [-5.67323, -0.24818, -0.75009], [0.26227, 4.71398, -0.69111], [1.31324, 2.36480, -0.81722], [-0.59840, 0.23909, -4.17382], [2.10206, -2.48072, 2.03353], [-5.30864, -2.55392, -0.08132], [1.87493, -4.67413, -2.22947], [2.88200, 1.69940, 2.65915], [1.29145, 0.35485, -6.83568], [4.84338, -4.25396, 1.14295], [3.85151, -5.42344, 1.38384], [-0.19860, -0.71370, -0.05481], [-3.63814, 0.42218, -2.29999], [-1.91642, 3.70716, -2.37628], [-0.82345, 2.61672, 0.62205], [3.01539, 2.67525, 3.88012], [-1.51882, -0.17900, 3.40898], [0.47240, -4.20912, -1.80085], [-4.99494, -1.05108, 0.20388], [-2.22827, -3.07210, -2.87600], [-2.04150, 3.78462, -3.87913], [-1.72789, 0.41937, 7.54173], [-0.61355, 0.55678, 6.48522], [2.22321, 1.33990, -7.63685], [3.26302, 5.82922, 4.86582], [2.16582, -4.15798, -3.14438], [-0.36907, -0.79032, -3.89847], [2.36503, -3.26668, 2.74148], [-1.51374, -1.09665, 3.99718], [2.01899, 3.11682, 3.86357], [-4.79839, -2.80218, -1.01198], [3.09690, 2.08146, 4.79055], [3.03026, -5.30392, 2.09049], [3.52122, 6.88654, 4.92523], [4.41552, -6.30423, 1.69080], [-2.76796, 3.24166, -1.88001], [-2.17321, -0.33722, 2.55174], [1.80171, -5.73220, -2.48097], [-3.31283, 1.15008, -3.04324], [-1.66457, -2.91766, -3.79605], [0.39139, 0.76678, 6.85142], [2.48279, 2.21772, -7.04510], [0.33575, 0.87753, -6.79611], [5.53323, -4.42356, 0.31624], [1.71456, -1.59560, 2.53802], [-4.00687, -0.50416, -2.74049], [3.26659, -5.55880, 0.47409], [1.79507, 1.62260, -8.59856], [2.60270, -4.57586, -1.42399], [0.42285, -3.13612, -1.98612], [-2.52530, -0.17943, 7.10164], [-3.28281, -2.85898, -3.05101], [1.48392, -2.94904, 1.26758], [-0.54583, -0.39235, 5.95358], [-1.91641, -2.40489, -2.07246], [0.24467, -4.43218, -0.75851], [-5.41343, -0.77685, 1.17226], [-6.37934, -2.75548, -0.04857], [-1.60673, 4.68914, -4.30449], [-0.17578, 2.13422, 1.35404], [-3.91823, -0.88151, 0.21048], [3.19796, 0.88169, -7.80423], [-2.82208, 0.23341, -1.60248], [-1.77740, 4.67554, -1.89567], [5.46570, -3.93412, 1.97872], [3.80847, 1.28475, 2.26189], [-1.56472, 1.92908, 0.21492], [-4.87257, -3.16444, 0.70938], [-1.01132, 0.24090, -5.18258], [-1.20140, 0.70834, -3.39645], [-0.53450, 0.08251, 3.02061], [-1.58972, 2.95384, -4.42116], [-2.09971, 1.41374, 7.78889], [-1.44355, -0.08659, 8.46436], [2.20065, 5.58886, 4.90674], [-1.45043, 3.36694, 1.10390], [1.21018, -0.58660, -7.37898], [2.29915, 0.79157, 2.81482], [3.81095, 5.26258, 5.61867], [-3.06480, 3.83248, -4.25152], [2.43370, 2.32678, 1.88874]]}

***

(3)
{"formula": "C34H45NO2SeW", "method": "ωB97M-V/def2-TZVPD", "max_force_ev_per_a": 4.2, "e_above_lowest_kj_mol": 73.12, "e_lumo_ev": [0.1, 0.1], "homo_lumo_gap_ev": [7.41, 7.41], "species": ["W", "Se", "O", "O", "N", "C", "C", "C", "C", "C", "C", "C", "C", "C", "C", "C", "C", "C", "C", "C", "C", "C", "C", "C", "C", "C", "C", "C", "C", "C", "C", "C", "C", "C", "C", "C", "C", "C", "C", "H", "H", "H", "H", "H", "H", "H", "H", "H", "H", "H", "H", "H", "H", "H", "H", "H", "H", "H", "H", "H", "H", "H", "H", "H", "H", "H", "H", "H", "H", "H", "H", "H", "H", "H", "H", "H", "H", "H", "H", "H", "H", "H", "H", "H"], "positions_angstrom": [[-2.17640, 0.53322, -0.23373], [-0.61919, -1.44694, -1.13488], [-1.11679, 1.44352, -1.55934], [-2.36574, -0.78827, 1.03879], [-3.18569, 1.98166, 0.03764], [3.97488, -1.17770, -4.33481], [4.08127, 0.02268, -3.38087], [1.03158, -5.28164, 4.17360], [1.16876, 4.08493, -4.28813], [1.10384, -5.92469, 1.77624], [-4.25501, 5.98327, 0.50148], [2.08711, 1.63559, -3.26323], [0.08687, 1.14081, -2.04247], [-1.60003, -2.21645, 2.83118], [-3.00748, 5.52487, 0.90718], [0.66382, -0.11148, -1.73717], [-0.66425, -3.17607, 3.19350], [-1.49431, -1.68109, 1.53306], [-5.15848, 5.09014, -0.05542], [-3.57609, 3.28021, 0.18493], [-2.66589, 4.19626, 0.74905], [-4.83342, 3.75368, -0.20999], [1.30328, -4.75984, 2.76068], [2.76080, -4.28396, 2.69733], [0.47421, -3.04855, 1.10405], [-1.14917, 3.41204, -3.80752], [1.92677, -0.47025, -2.17332], [-2.48720, -0.22335, 4.07774], [-4.08595, -1.99921, 3.24426], [0.27827, 3.42393, -3.23063], [-2.67839, -1.72768, 3.80596], [4.79399, 1.15925, -4.12061], [0.30122, 4.27936, -1.95258], [-0.42304, -2.07604, 0.71212], [0.81570, 2.02914, -2.86748], [4.93897, -0.36258, -2.16732], [0.36065, -3.62658, 2.36021], [2.68040, 0.42048, -2.91820], [-2.57245, -2.45506, 5.14832], [2.31341, -1.45086, -1.92458], [-3.34022, -2.07094, 5.82048], [-4.20141, -3.05869, 3.00632], [-2.73212, -3.52917, 5.03150], [-4.52257, 7.02515, 0.61981], [-4.83336, -1.73004, 3.99321], [-0.00671, 5.30264, -2.17982], [0.06367, -6.25546, 1.78283], [-4.28315, -1.41949, 2.34824], [4.96085, -1.42778, -4.73289], [1.35925, -5.63023, 0.75763], [5.01704, 0.47497, -1.47189], [1.25810, 3.44594, -5.16904], [-0.39109, 3.87702, -1.21299], [-1.19657, 2.81390, -4.72063], [-1.44285, 4.43582, -4.04885], [-5.53712, 3.05334, -0.64223], [4.28150, 1.41124, -5.05061], [-0.73455, -3.59706, 4.18438], [1.30359, 4.30382, -1.51994], [0.72578, 5.03308, -4.59422], [-3.23160, 0.11529, 4.80138], [2.92461, -3.45252, 3.38516], [1.73043, -6.08855, 4.39853], [-2.29446, 6.20720, 1.35373], [2.64339, 2.31249, -3.89163], [0.02105, -5.68342, 4.26569], [-1.70299, 3.81465, 1.06413], [1.17315, -4.50164, 4.92417], [-1.87532, 3.02699, -3.10412], [1.26326, -3.34137, 0.42230], [1.73627, -6.77029, 2.05506], [4.52307, -1.21610, -1.63048], [3.31447, -0.94188, -5.17096], [-6.12999, 5.44572, -0.37574], [-1.49384, -0.03762, 4.49116], [2.16549, 4.30399, -3.89985], [4.86298, 2.05282, -3.49757], [3.43016, -5.09975, 2.97726], [5.94553, -0.63055, -2.49556], [3.57980, -2.05857, -3.82634], [3.03138, -3.95398, 1.69332], [5.80843, 0.84806, -4.37364], [-1.60121, -2.29016, 5.61913], [-2.60293, 0.37438, 3.17852]]}

***

Per-record E, eV: -19108.709; -177125.169; -108746.161